The following is a quantum chemistry calculation of C15H22AsBiF6N6O5S as an isolated structure at a distorted geometry, from the OMol25 dataset.

Properties
2S+1   2
Net charge   +1
Expectation value of S²   0.7799

Cartesian coordinates (Å):
Bi 1.0118 -0.6268 -0.0191
O 2.5321 0.2854 1.7042
C 3.0128 -0.8020 2.5305
C 1.7773 -1.5484 2.9655
N 1.0772 -2.2236 1.8242
C 1.8123 -3.4266 1.3627
C 2.8616 -3.1033 0.2983
O 3.8116 -3.8294 0.1568
O 2.5980 -2.0183 -0.4298
C -0.3285 -2.5133 2.2073
C -1.2450 -1.3022 2.0399
O -2.4232 -1.4276 2.3559
O -0.7211 -0.2498 1.4742
H 3.2632 0.7091 1.2144
H 3.5239 -0.4121 3.4041
H 3.7051 -1.4313 1.9740
H 1.0844 -0.8289 3.3970
H 2.0366 -2.2893 3.7235
H 1.1154 -4.1087 0.8844
H 2.2968 -3.9490 2.1844
H -0.4049 -2.8993 3.2245
H -0.7273 -3.2656 1.5405
C -5.6752 -1.6772 -1.3667
C -4.3183 -2.1658 -1.7263
N -4.0468 -3.0673 -2.6122
N -2.6888 -3.1981 -2.5297
C -2.1178 -2.4137 -1.6253
S -0.4537 -2.5709 -1.2388
N -3.1494 -1.7453 -1.1077
N -3.0388 -0.6447 -0.2419
H -6.3941 -2.1635 -2.0203
H -5.7726 -0.5940 -1.4969
H -5.9125 -1.9265 -0.3304
H -2.1958 -3.8488 -3.1186
H -3.9482 -0.2089 -0.1963
H -2.7882 -0.9660 0.6988
N -1.3352 2.2957 -0.0930
C -0.6042 3.3568 -0.3679
C -0.5380 3.8510 -1.7094
C 0.3239 4.8520 -2.0025
C 1.1272 5.4121 -0.9852
C 1.0053 4.9920 0.3565
C 0.1505 3.9903 0.6756
H -1.2869 1.8295 0.8111
H -1.8310 1.8107 -0.8285
H -1.1349 3.3796 -2.4837
H 0.4309 5.1943 -3.0225
H 1.8600 6.1685 -1.2432
H 1.6157 5.4517 1.1236
H 0.0594 3.6262 1.6945
F 1.7768 2.0656 -0.7153
As 3.0572 1.7610 -1.9148
F 2.0899 0.3790 -2.3580
F 3.7783 0.8332 -0.6348
F 4.2952 1.3471 -2.9882
F 3.8162 3.1803 -1.3572
F 2.1737 2.6754 -3.0621



The following is a quantum chemistry calculation of C28H45BCl2N7O3OsPSTe as an isolated structure at a distorted geometry, from the OMol25 dataset.

Properties
Net charge   +2

Cartesian coordinates (Å):
Os 1.1072 -0.4687 -0.2724
C 4.9399 -2.7327 0.1510
C 4.6947 -1.5634 -0.8136
C 4.5486 -0.2262 -0.0867
C 3.5428 -1.9275 -1.7123
C 3.6611 -2.6999 -2.8676
C 2.3820 -2.8255 -3.3658
N 1.5455 -2.1626 -2.5641
N 2.2413 -1.6237 -1.5240
B 0.0340 -1.9154 -2.7714
N -0.6814 -2.4868 -1.5677
C -1.6958 -3.3445 -1.5538
C -1.9420 -3.7040 -0.2492
C -1.0044 -3.0123 0.5173
N -0.2270 -2.2555 -0.2994
C -0.7680 -3.2067 1.9886
C 0.4043 -4.1808 2.1789
C -2.0146 -3.7345 2.6930
N -0.1965 -0.3900 -2.8267
C -0.8625 0.3609 -3.7072
C -0.5700 1.6949 -3.4542
C 0.3286 1.6787 -2.3852
N 0.5061 0.4065 -2.0038
C 1.1321 2.8342 -1.8512
C 1.8774 3.5042 -3.0164
C 2.1497 2.4305 -0.7825
H 5.7175 -2.4803 0.8757
H 5.2608 -3.6215 -0.3932
H 4.0181 -2.9915 0.6773
H 5.5658 -1.4769 -1.4635
H 3.6125 -0.1527 0.4709
H 4.5906 0.6015 -0.7956
H 5.3694 -0.0941 0.6201
H 4.5696 -3.1154 -3.2734
H 2.0236 -3.3273 -4.2519
H -0.3297 -2.4244 -3.7950
H -2.1743 -3.6515 -2.4723
H -2.6914 -4.3911 0.1074
H -0.5099 -2.2521 2.4267
H 0.1492 -5.1592 1.7659
H 0.6297 -4.3108 3.2411
H 1.3001 -3.8266 1.6615
H -2.2760 -4.7341 2.3376
H -2.8733 -3.0790 2.5332
H -1.8341 -3.8023 3.7667
H -1.4726 -0.0883 -4.4763
H -0.9296 2.5554 -3.9943
H 0.4322 3.5670 -1.4419
H 2.6117 2.8139 -3.4399
H 2.4077 4.3898 -2.6599
H 1.1986 3.8117 -3.8121
H 2.9243 1.7995 -1.2321
H 1.6917 1.9061 0.0585
H 2.6441 3.3141 -0.3762
C -2.4983 4.9313 1.3111
C -1.5381 4.0806 0.5215
O -1.9248 2.6620 0.6175
P -1.1484 1.6212 1.5218
O 0.0072 0.9909 0.8055
Te -2.7625 0.0131 2.3224
O -0.6316 2.5361 2.6787
C 0.1779 2.0108 3.7837
C 1.5771 2.5619 3.6954
H -2.2440 5.9844 1.1791
H -2.4457 4.6883 2.3726
H -3.5254 4.7818 0.9693
H -0.5175 4.2061 0.8759
H -1.5745 4.3112 -0.5401
H 0.1799 0.9195 3.7569
H -0.3156 2.3351 4.6941
H 2.0496 2.2771 2.7524
H 2.1715 2.1702 4.5223
H 1.5607 3.6505 3.7630
Cl 1.5503 -1.1217 2.0886
C 2.9500 -1.8089 3.0150
Cl 3.7288 -0.5651 3.9573
H 3.6589 -2.2240 2.3188
H 2.5279 -2.5592 3.6683
S -2.9249 -0.2775 -0.3018
C -4.4962 0.4618 -0.4888
N -4.5804 1.8062 -0.3818
C -5.7295 2.4922 -0.4892
C -6.9030 1.8265 -0.7283
C -6.8692 0.4405 -0.8476
C -5.6675 -0.2412 -0.7240
H -3.7045 2.2896 -0.1831
H -5.6726 3.5665 -0.3817
H -7.8287 2.3758 -0.8199
H -7.7865 -0.1047 -1.0334
H -5.6098 -1.3181 -0.7900



The following is a quantum chemistry calculation of C22H42Cl3MnN2O4SSi as an isolated structure at a distorted geometry, from the OMol25 dataset.

Properties
2S+1   5
Net charge   0
Expectation value of S²   6.1036

Cartesian coordinates (Å):
C 1.0700 3.1910 0.3876
C -0.3018 3.1915 0.9901
H 1.2212 4.0186 -0.3189
H 1.2607 2.2409 -0.1445
H 1.8432 3.2731 1.1733
C -1.2061 4.1705 0.8504
C -0.9897 5.4631 0.1412
H -2.1897 4.0649 1.3133
H -0.0380 5.4816 -0.3993
H -0.9910 6.2947 0.8602
H -1.7980 5.6670 -0.5745
Mn 0.2045 -0.4168 0.1797
Cl 1.5989 -0.3875 1.8735
Cl 1.6523 -0.2554 -1.6274
H 0.3204 -6.1479 0.5176
H 2.7321 -5.9180 1.0659
C 0.3778 -5.3118 -0.1903
C 2.7927 -5.0936 0.3444
N 1.4917 -4.4548 0.1920
H -0.5602 -4.7499 -0.1874
C 1.3296 -3.1412 0.3166
O 0.1897 -2.5935 0.2796
H 3.4970 -4.3414 0.7059
H 2.2429 -2.5396 0.4563
H 0.5653 -5.7318 -1.1896
H 3.1538 -5.5031 -0.6086
H -0.7031 2.4282 -1.8757
H -3.3181 2.7909 -1.0529
C -1.1339 1.6316 -2.5059
C -3.4704 1.9997 -1.8096
N -2.3296 1.0970 -1.8694
H -0.3852 0.8524 -2.6803
C -2.3918 -0.0714 -1.2372
O -1.4016 -0.8076 -0.9731
H -4.3633 1.4125 -1.5516
H -3.4133 -0.3902 -0.9480
H -1.4508 2.0831 -3.4547
H -3.5936 2.4625 -2.7954
O -0.9434 0.8954 0.9477
C -0.6307 1.9415 1.7981
C -3.1044 1.9716 2.2560
C -1.8076 2.0793 2.7622
H -3.2409 1.7490 1.1933
C -4.1954 2.1875 3.1027
H 0.2798 1.6813 2.3620
C -1.5781 2.2905 4.1244
H -5.2043 2.1554 2.6816
C -3.9752 2.4451 4.4604
C -2.6709 2.4920 4.9730
H -0.5379 2.3195 4.4724
H -4.8292 2.6259 5.1113
H -2.4936 2.6899 6.0305
Si 5.2572 -0.4800 -3.7612
Cl 5.0486 1.5820 -3.7427
C 3.9009 -1.1292 -4.8734
C 5.1308 -1.0353 -1.9801
C 6.9486 -0.8901 -4.4695
H 2.9157 -0.8250 -4.4917
H 3.9347 -2.2277 -4.9159
H 4.0218 -0.7378 -5.8949
H 7.0352 -0.5404 -5.5086
H 7.1160 -1.9772 -4.4574
H 7.7494 -0.4174 -3.8838
H 4.1377 -0.7706 -1.5816
H 5.8975 -0.5407 -1.3643
H 5.2572 -2.1253 -1.8962
C -3.1311 -2.7909 0.9907
S -2.0747 -2.3042 2.3701
C -3.3704 -1.6249 3.4386
O -1.5307 -3.5634 2.9881
H -3.9742 -2.1002 0.9313
H -3.4636 -3.8228 1.1940
H -2.5273 -2.7119 0.0843
H -3.8258 -2.4457 4.0112
H -2.9257 -0.8647 4.0929
H -4.1104 -1.1393 2.7915



The following is a quantum chemistry calculation of C4H18BaO6 as an isolated structure at a distorted geometry, from the OMol25 dataset.

Properties
Net charge   0

Cartesian coordinates (Å):
Ba 0.8071 0.0622 0.6424
O 0.6883 2.4246 -0.2672
H 1.1301 2.1632 -1.0984
O 1.3482 -2.5119 1.2849
H 1.2953 -3.4666 1.4856
C 3.0037 0.8050 -2.2361
O 3.0342 -0.0566 -1.1350
H 3.9127 1.4065 -2.2361
H 3.0609 0.1934 -3.1365
H 2.1741 1.5118 -2.2501
H 3.7657 -0.6102 -1.4179
C -2.5188 1.4434 0.3700
O -1.9644 0.1766 0.6478
H -3.4921 1.5707 0.8439
H -1.8902 2.2703 0.7004
H -2.6511 1.5603 -0.7056
H -2.6960 -0.4205 0.4753
C -0.8369 -0.6433 3.8183
O -0.1158 0.4719 3.2317
H -1.8866 -0.3674 3.9186
H -0.8459 -1.5069 3.1533
H -0.4498 -1.0068 4.7702
H -0.2037 1.2065 3.8434
C -1.0970 -0.9790 -2.6099
O 0.0554 -1.0223 -1.7717
H -1.7435 -1.8265 -2.3821
H -1.6755 -0.1062 -2.3071
H -0.8264 -0.9668 -3.6657
H 0.6181 -1.7754 -1.9664



The following is a quantum chemistry calculation of C69H44Cl3N12O3PbS as an isolated structure at a distorted geometry, from the OMol25 dataset.

Properties
Net charge   -1

Cartesian coordinates (Å):
Pb -0.8771 -1.0059 1.7214
C -5.1389 -0.5197 6.9141
C -5.8343 -1.5010 6.2159
C -5.2421 -2.1842 5.1585
C -3.9439 -1.8565 4.8270
C -3.0121 -2.3629 3.7906
N -1.8477 -1.6662 3.8599
C -1.9051 -0.7907 4.9040
N -0.9465 -0.0754 5.4149
C 0.3016 0.0049 4.8729
C 1.5067 0.1082 5.7161
C 1.6977 -0.0201 7.0840
C 2.9979 -0.0879 7.5587
C 4.0856 -0.0428 6.6871
C 3.8981 0.0913 5.3198
C 2.5991 0.1892 4.8469
C 2.0499 0.0399 3.4777
N 2.5727 -0.8467 1.6788
C 2.2441 -1.6417 0.5416
N 1.0850 -2.2774 0.6846
C 0.9640 -3.2252 -0.2766
N -0.0029 -4.1674 -0.3284
C -1.0127 -4.2630 0.4825
N -1.4648 -3.3878 1.4753
C -2.5137 -3.9207 2.0801
N -3.3071 -3.3926 3.0477
C -2.8134 -5.2388 1.5070
C -3.7479 -6.2131 1.8216
C -3.7186 -7.3983 1.1037
C -2.7786 -7.6017 0.0898
C -1.8476 -6.6267 -0.2336
C -1.8721 -5.4443 0.4900
C 2.1237 -3.1633 -1.1176
C 2.5426 -3.8896 -2.2375
C 3.7826 -3.6157 -2.7729
C 4.6142 -2.6164 -2.2285
C 4.2186 -1.8734 -1.1397
C 2.9633 -2.1383 -0.5760
N 0.6130 0.0399 3.6096
C -3.2489 -0.8713 5.5274
C -3.8303 -0.1887 6.5750
H -5.6256 -0.0025 7.7318
H -6.8521 -1.7367 6.5010
H -5.7741 -2.9405 4.5961
H 0.8452 -0.0952 7.7470
H 3.1711 -0.2204 8.6196
H 5.0903 -0.1492 7.0774
H 4.7381 0.0780 4.6346
H -4.4658 -6.0438 2.6143
H -4.4169 -8.1912 1.3426
H -2.7781 -8.5441 -0.4450
H -1.1125 -6.7795 -1.0131
H 1.9009 -4.6570 -2.6537
H 4.1329 -4.1774 -3.6311
H 5.5851 -2.4388 -2.6754
H 4.8580 -1.1052 -0.7206
H -3.2847 0.5801 7.1064
O -3.1920 0.1217 1.5552
N -3.3052 1.2758 1.0557
N -2.2496 1.8470 0.5975
O -1.0320 1.3558 0.5549
C -2.4266 3.1959 0.1589
C -3.6911 3.7527 -0.0362
C -3.7995 5.0694 -0.4463
C -2.6637 5.8374 -0.6729
C -1.4104 5.2784 -0.4812
C -1.2893 3.9615 -0.0653
H -4.5647 3.1443 0.1362
H -4.7819 5.5001 -0.5946
H -2.7600 6.8678 -0.9924
H -0.5196 5.8710 -0.6508
H -0.3266 3.5047 0.1135
Cl 1.4584 0.4858 -10.2976
C 0.8855 0.2785 -8.6748
C 1.7643 0.4119 -7.6127
C 1.2839 0.2639 -6.3236
C -0.0538 -0.0206 -6.0710
C -0.5405 -0.1393 -4.6434
C -0.4895 -1.6005 -4.1644
N -1.1765 -1.7938 -2.9013
C -2.3954 -2.4057 -2.7012
C -2.6990 -2.2251 -1.3834
N -1.6936 -1.5243 -0.7738
C -0.8156 -1.2582 -1.7066
O 0.2427 0.6593 -3.7893
C -0.4792 1.8159 -3.3864
C -0.7312 2.7211 -4.5558
C -1.9291 2.8785 -5.1838
Cl -3.4037 2.1003 -4.7958
S -1.8437 3.9838 -6.5079
C -0.1627 4.2239 -6.2329
C 0.2875 3.4996 -5.1803
C -0.9052 -0.1634 -7.1615
Cl -2.5800 -0.5291 -6.9136
C -0.4497 -0.0130 -8.4624
H 2.8073 0.6324 -7.7918
H 1.9501 0.3871 -5.4812
H -1.5836 0.1864 -4.5901
H 0.5560 -1.8954 -4.0439
H -0.9579 -2.2293 -4.9204
H -2.9093 -2.9182 -3.4962
H -3.5470 -2.5822 -0.8218
H 0.1082 -0.7256 -1.5599
H 0.1397 2.3223 -2.6477
H -1.4168 1.5284 -2.9057
H 0.3936 4.8928 -6.8694
H 1.3099 3.5014 -4.8264
H -1.1277 -0.1179 -9.2971
C 2.3964 -1.3972 2.8998
C 2.5000 0.5179 2.0974
C 2.8167 1.6802 1.5172
C 3.2774 1.7707 0.1082
C 4.3542 2.6080 -0.2019
C 4.7852 2.7534 -1.5089
C 4.1528 2.0569 -2.5321
C 3.0878 1.2224 -2.2358
C 2.6485 1.0847 -0.9264
C 2.6830 2.9786 2.2315
C 3.1279 3.1793 3.5351
C 2.9486 4.4011 4.1677
C 2.3371 5.4505 3.5019
C 1.9164 5.2730 2.1911
C 2.0862 4.0513 1.5636
H 4.8498 3.1469 0.5958
H 5.6105 3.4196 -1.7285
H 4.4884 2.1815 -3.5546
H 2.5749 0.6826 -3.0211
H 1.7906 0.4656 -0.7006
H 3.6278 2.3801 4.0547
H 3.3000 4.5285 5.1842
H 2.1959 6.4025 3.9979
H 1.4532 6.0926 1.6556
H 1.7409 3.9194 0.5458



The following is a quantum chemistry calculation of C38H35N9O4ScTe as an isolated structure at a distorted geometry, from the OMol25 dataset.

Properties
Net charge   +1

Cartesian coordinates (Å):
Sc 0.1200 0.3611 -0.1208
C 1.9697 0.8954 6.8452
C 1.8333 0.7600 5.3546
C 2.7566 0.0552 4.5924
C 2.6256 -0.0892 3.2169
C 3.4934 -1.0888 2.5412
O 2.9779 -1.9979 1.9061
C 4.9684 -1.0189 2.7071
C 5.6049 0.1842 3.0003
C 6.9877 0.2347 3.0820
C 7.7320 -0.9202 2.8886
C 7.1003 -2.1249 2.6020
C 5.7214 -2.1740 2.5014
C 1.5798 0.5464 2.5228
O 1.5458 0.5361 1.2016
C 0.6053 1.2265 3.2896
C 0.7603 1.3149 4.6786
C -0.5664 1.8796 2.6776
N -0.9270 1.6492 1.4629
C -1.9744 2.4644 0.8466
C -1.3811 3.7210 0.2070
Te 0.5954 3.4785 -0.6079
C 1.5833 4.3588 1.0201
C 2.5021 3.6288 1.7652
C 3.1465 4.2279 2.8410
C 2.8861 5.5518 3.1621
C 1.9923 6.2897 2.3968
C 1.3441 5.6970 1.3226
C -1.3305 2.8273 3.5465
C -2.5919 2.4772 4.0171
C -3.2936 3.3525 4.8324
C -2.7397 4.5789 5.1724
C -1.4765 4.9227 4.7118
C -0.7641 4.0433 3.9099
H 2.8599 0.3822 7.2062
H 1.1082 0.4711 7.3613
H 2.0459 1.9426 7.1406
H 3.5867 -0.4368 5.0880
H 5.0180 1.0813 3.1500
H 7.4839 1.1711 3.2956
H 8.8105 -0.8826 2.9613
H 7.6854 -3.0224 2.4575
H 5.2116 -3.0998 2.2724
H 0.0088 1.8458 5.2483
H -2.7458 2.7603 1.5584
H -2.4615 1.8405 0.1001
H -1.2540 4.5035 0.9552
H -2.0234 4.1044 -0.5835
H 2.7061 2.5978 1.5129
H 3.8519 3.6558 3.4299
H 3.3890 6.0151 4.0003
H 1.8051 7.3295 2.6298
H 0.6604 6.2829 0.7202
H -3.0219 1.5196 3.7489
H -4.2715 3.0759 5.2019
H -3.2895 5.2621 5.8048
H -1.0381 5.8724 4.9865
H 0.2341 4.2944 3.5761
N 3.1374 -1.1674 -0.7853
C 2.8356 -0.4293 -1.8484
N 3.7484 -0.3684 -2.8162
C 3.4094 0.3556 -3.8738
N 4.3028 0.5000 -4.8549
N 2.2093 0.9578 -4.0510
C 1.3742 0.8167 -3.0537
N 1.6142 0.1765 -1.8960
C 0.0006 1.3580 -3.2726
C -0.3533 1.8566 -4.5157
C -1.6691 2.2276 -4.7325
C -2.5867 2.0481 -3.7131
C -2.1411 1.5479 -2.5004
N -0.8665 1.2448 -2.2607
H 4.0596 -1.5692 -0.7483
H 2.6291 -1.1197 0.0850
H 5.1937 0.0417 -4.7857
H 4.0530 1.0111 -5.6821
H 0.3968 1.9221 -5.2884
H -1.9770 2.6189 -5.6920
H -3.6347 2.2731 -3.8471
H -2.8448 1.3500 -1.7052
N -0.2550 -1.5092 1.6269
N -1.2863 -2.3026 1.1045
C -1.6362 -2.0929 -0.2255
O -2.3264 -2.8671 -0.8331
O -1.1448 -0.9564 -0.6971
H 0.6278 -2.0183 1.7082
H -0.5126 -1.1782 2.5519
H -1.3945 -3.2487 1.4414



In order of appearance, relative energy (zero: lowest compared OMol25 entry of this formula, charge and spin) = 0.8469; 1.4827; 0.0930; 0.0000; 1.1331; 0.1068 eV.